[1]
The following is a quantum chemistry calculation of a molecular structure, C49H39EuN6O8P in a non-equilibrium geometry, from the Open Molecules 2025 dataset.

```
104
Properties=species:S:1:pos:R:3:forces:R:3
Eu 12.373 9.630 12.869 -0.336 0.779 0.912
P 14.950 11.441 9.762 -0.886 -0.387 1.600
O 13.771 18.771 12.426 -1.477 -1.000 -1.263
O 10.379 8.765 11.799 -1.637 -0.545 0.298
O 12.408 11.952 11.950 -3.318 1.884 0.594
O 15.967 8.111 10.976 -0.341 0.359 -0.993
O 10.101 12.423 11.941 3.123 1.242 0.411
O 12.126 19.010 10.986 1.500 -1.225 1.330
O 5.103 12.942 18.052 -0.444 2.548 0.087
O 13.933 8.911 11.453 2.205 -0.560 -2.677
N 11.065 7.499 14.011 -1.914 -0.196 -0.992
N 6.390 7.886 15.247 0.195 1.175 0.677
N 14.604 9.438 14.690 -0.055 0.722 1.568
N 6.779 8.095 16.460 1.075 -0.790 -1.166
N 12.071 10.919 15.292 0.738 0.289 -0.258
N 12.834 18.294 11.742 0.306 2.996 0.357
C 16.935 7.161 17.932 -0.325 -0.049 0.073
C 4.893 9.623 16.693 1.618 -0.698 0.144
C 16.672 8.121 16.944 0.344 0.391 1.268
C 11.777 14.192 11.794 -0.056 1.129 1.443
C 11.297 11.889 15.787 -0.212 -0.480 0.978
C 7.378 7.591 14.312 -1.543 0.762 -0.103
C 8.041 8.474 12.119 0.457 -0.329 0.741
C 14.469 10.351 15.620 0.864 -0.329 -1.187
C 5.989 13.987 17.557 -0.293 -0.087 0.515
C 4.601 10.912 16.968 -0.421 2.241 0.691
C 9.723 7.647 13.707 0.481 0.027 2.896
C 19.046 11.149 9.726 0.363 -0.310 0.040
C 13.298 11.106 15.912 -0.359 -0.153 -0.023
C 11.356 16.478 11.138 1.246 0.024 1.457
C 14.967 8.771 10.640 -0.815 -0.424 3.820
C 13.495 13.023 7.900 -0.266 -0.346 -0.233
C 6.896 9.793 18.112 -0.604 -0.518 -0.429
C 11.934 12.622 16.813 0.016 -0.167 -0.917
C 5.404 11.657 17.858 1.329 -2.081 -0.567
C 16.080 5.498 16.452 0.508 -2.111 0.471
C 14.531 12.130 8.128 1.710 -0.773 -1.266
C 15.983 6.399 15.434 -1.145 0.701 -0.988
C 9.071 6.514 15.763 1.508 -0.117 1.002
C 13.243 12.157 16.849 0.274 -0.424 -0.107
C 8.722 7.371 14.682 0.947 -2.087 -1.458
C 18.488 13.468 9.470 -0.127 -0.492 -0.300
C 13.956 12.980 5.578 -1.205 0.903 -2.192
C 11.330 12.759 11.972 0.689 -3.377 -1.469
C 10.443 6.284 16.031 -1.344 0.809 -0.558
C 16.636 5.830 17.681 0.220 0.051 0.386
C 17.733 10.819 10.021 -0.381 0.695 -0.383
C 13.085 13.334 6.593 -0.044 0.438 0.467
C 10.970 15.158 11.192 -0.900 -0.091 -0.692
C 19.434 12.448 9.393 -0.147 -0.090 0.818
C 17.155 13.132 9.654 -0.199 -0.134 -0.040
C 6.142 9.147 17.133 -1.027 -1.094 -0.351
C 16.742 11.828 9.894 0.476 -1.188 -0.860
C 7.063 8.108 13.005 0.007 -0.755 0.904
C 11.353 6.845 15.093 1.195 -0.094 0.977
C 13.316 15.990 12.461 1.046 -0.694 1.399
C 12.500 16.919 11.878 -1.737 -1.035 -2.316
C 14.929 9.567 9.384 -0.318 1.109 -0.828
C 15.949 8.837 14.626 -0.272 -0.336 -0.384
C 12.954 14.645 12.439 -0.547 -0.519 -0.858
C 15.037 12.168 5.770 1.284 -0.804 1.069
C 9.396 8.313 12.500 1.766 1.378 -2.196
C 6.515 11.044 18.494 -1.296 1.678 0.405
C 16.192 7.765 15.707 0.041 0.027 -1.596
C 15.328 11.669 7.043 -2.169 1.641 -0.222
H 12.440 6.795 15.214 -0.249 -0.278 0.603
H 14.115 12.469 17.415 -0.315 0.117 0.132
H 4.383 8.971 16.019 -0.473 0.094 -0.461
H 8.263 6.043 16.355 0.730 0.607 -0.245
H 11.439 13.385 17.359 -0.044 0.630 0.486
H 10.841 5.831 16.961 -0.501 -0.040 -0.884
H 13.797 13.361 4.525 -0.123 -0.524 1.273
H 18.706 14.508 9.312 0.395 0.211 -0.166
H 15.809 4.429 16.314 0.230 0.816 -0.206
H 6.876 14.053 18.233 -0.500 0.019 -0.768
H 16.114 10.994 7.234 0.883 -0.642 0.023
H 16.860 9.172 17.215 -0.151 -0.490 -0.399
H 5.398 14.929 17.613 0.411 -0.658 0.200
H 15.693 11.930 4.951 0.075 -0.084 -0.296
H 7.759 9.320 18.525 0.502 -0.243 -0.037
H 10.244 11.970 15.548 0.034 -0.039 -0.319
H 15.628 6.045 14.438 0.285 0.618 0.830
H 20.486 12.613 9.204 0.012 0.321 -0.126
H 15.399 10.678 16.153 -0.698 -0.175 -0.039
H 16.387 13.879 9.503 -0.011 0.254 0.185
H 13.980 9.339 8.858 0.493 0.366 0.208
H 13.041 13.463 8.765 -0.700 -0.052 0.313
H 13.568 13.858 12.858 0.097 0.206 0.214
H 10.780 17.200 10.623 -0.485 0.546 -0.351
H 15.785 9.330 8.764 0.082 -0.234 -0.269
H 3.808 11.496 16.483 0.007 -0.513 0.240
H 6.010 8.221 12.755 0.134 0.226 0.226
H 17.279 7.472 18.920 0.134 -0.057 -0.328
H 19.796 10.350 9.738 -0.218 0.318 -0.005
H 6.270 13.872 16.490 -0.007 -0.403 0.651
H 16.882 5.025 18.392 -0.369 0.575 -0.181
H 16.770 9.577 14.702 -0.418 -0.007 0.040
H 9.989 14.904 10.736 0.920 -0.167 0.367
H 7.888 9.015 11.210 -0.367 0.052 -0.456
H 17.484 9.786 10.244 -0.170 0.108 0.044
H 7.013 11.591 19.307 -0.005 -0.196 -0.548
H 15.982 8.415 13.612 0.386 -0.214 0.309
H 12.118 13.850 6.379 1.161 -0.166 0.324
H 14.217 16.282 13.025 -0.533 -0.016 -0.509
```
Forces are in eV/Å.

Results
⟨S²⟩: 15.759
Orbital gap (alpha / beta), eV: 3.89 / 5.41
LUMO energy (alpha / beta), eV: 2.967 / 2.969
Multiplicity: 8
Total charge: -2
HOMO energy (alpha / beta), eV: -0.93 / -2.44
Strongest force on any atom, hartree/bohr: 0.07640

Löwdin atomic charge list, values in e, 2 entries: 1.58, 1.10

---

[2]
The following is a quantum chemistry calculation of a molecular structure, C49H39F9N6O2PS3Zn, from the Open Molecules 2025 dataset.

```
110
Properties=species:S:1:pos:R:3:forces:R:3
Zn -0.305 -1.537 1.240 -0.089 0.126 0.188
S -0.218 -1.323 3.785 -0.122 -0.161 -0.027
S -2.566 -3.921 0.725 -0.047 -0.088 0.170
S 1.882 -0.782 1.289 -0.063 -0.055 -0.154
P 0.248 -1.236 -1.731 0.155 -0.057 0.110
F -1.477 -3.706 -7.758 -0.027 0.027 0.007
F -0.784 -5.521 -6.808 -0.002 -0.025 0.032
F -3.319 4.195 -0.350 0.027 -0.045 -0.006
F 6.314 1.573 -1.638 -0.038 0.022 0.001
F 6.526 0.558 -3.533 -0.034 0.005 -0.022
F -4.628 3.397 -1.876 0.001 -0.044 -0.030
F 6.941 -0.495 -1.691 -0.015 -0.047 0.016
F -2.971 4.673 -2.426 0.043 -0.009 -0.038
F 0.631 -4.172 -7.726 0.032 0.019 0.013
O -1.346 -4.617 0.408 0.016 -0.053 0.000
O -3.382 -4.341 1.825 0.061 -0.041 -0.043
N -5.883 -3.507 -4.137 -0.076 0.082 -0.071
N -2.042 -2.390 0.982 0.012 0.175 -0.163
N -2.059 -0.187 1.257 0.004 0.101 -0.085
N -4.155 -1.301 1.006 -0.117 0.030 0.007
N 1.108 0.684 4.887 -0.045 0.025 -0.008
N 3.267 0.318 3.194 0.054 -0.077 0.021
C 1.984 -0.693 -1.986 -0.030 0.020 -0.101
C -2.678 0.978 1.378 -0.031 0.082 0.044
C -2.925 1.276 -2.202 0.004 -0.003 0.040
C -0.731 2.105 5.680 -0.027 0.047 0.024
C -0.578 -2.112 -5.667 -0.003 -0.036 -0.023
C -4.745 -0.118 1.114 -0.068 0.051 0.011
C -5.720 -3.777 -1.748 0.052 0.005 0.023
C -2.451 2.482 -1.712 -0.043 0.021 0.058
C -2.960 -3.709 -1.941 0.043 -0.038 0.011
C 6.120 0.396 -2.266 0.036 0.002 0.053
C -5.117 -3.638 -3.005 0.021 -0.035 0.024
C -1.843 2.056 4.844 0.024 -0.003 -0.010
C 5.259 4.126 0.586 -0.020 0.008 0.006
C 0.990 -0.196 3.904 0.284 0.002 -0.199
C 0.035 -4.159 -4.550 -0.027 0.016 -0.036
C -1.102 4.464 6.012 -0.017 -0.003 -0.012
C 4.676 -0.024 -2.189 0.017 0.069 -0.040
C 2.200 1.654 4.894 0.011 0.013 0.049
C -4.057 1.071 1.310 0.077 0.006 -0.018
C -0.757 0.278 -1.827 0.016 0.036 -0.003
C 4.313 -1.256 -1.671 0.030 -0.003 0.010
C 2.105 -0.179 2.846 -0.209 0.052 0.199
C 5.957 2.272 1.943 0.007 0.015 -0.009
C -2.203 4.411 5.171 0.006 -0.002 0.006
C -3.568 -3.836 -0.702 -0.043 0.040 -0.066
C 2.970 -1.580 -1.564 0.008 0.028 -0.009
C -1.142 2.592 -1.264 -0.058 0.009 0.037
C 0.078 0.861 5.929 0.018 -0.119 0.043
C 3.706 0.855 -2.658 0.002 -0.082 0.015
C -0.305 1.492 -1.304 -0.032 -0.041 -0.014
C 2.368 0.511 -2.574 0.041 -0.009 -0.041
C -3.350 3.684 -1.604 -0.036 0.036 0.072
C 4.462 0.294 2.328 -0.043 -0.089 -0.036
C 4.031 3.511 0.380 0.036 0.019 0.004
C -2.079 0.178 -2.259 -0.003 0.044 0.018
C -0.054 -2.088 -3.319 0.006 0.013 0.045
C -2.576 3.205 4.594 0.018 -0.010 -0.019
C 4.733 1.652 1.739 0.040 -0.014 -0.093
C -0.350 -3.482 -5.697 0.006 -0.013 -0.006
C 6.222 3.505 1.364 -0.011 0.012 -0.004
C -3.719 -3.604 -3.087 -0.002 -0.008 0.003
C -4.952 -3.870 -0.605 -0.017 0.004 -0.033
C -0.425 -1.417 -4.481 0.003 0.009 -0.025
C 0.179 -3.459 -3.362 -0.035 -0.040 -0.002
C -0.373 3.313 6.268 -0.009 -0.013 0.018
C -0.497 -4.227 -7.000 -0.003 0.000 -0.006
C -2.831 -1.291 1.079 0.208 -0.232 0.051
C 3.769 2.277 0.949 0.008 0.001 -0.015
C 3.468 0.954 4.494 0.002 0.024 0.021
H -0.545 -0.030 5.934 0.023 0.057 0.023
H 1.626 1.192 -2.967 -0.008 0.009 -0.001
H -2.780 5.305 4.979 -0.022 0.028 -0.006
H 0.707 1.585 -0.930 -0.030 -0.008 0.019
H 7.182 3.977 1.520 0.029 0.015 0.007
H 2.293 2.047 5.905 0.002 0.003 -0.039
H -5.443 -3.679 -5.025 0.000 -0.025 -0.004
H -4.565 2.019 1.387 -0.024 0.048 0.012
H 4.306 -0.453 1.552 0.021 0.009 0.048
H -0.882 -1.594 -6.566 0.003 0.010 -0.027
H 6.715 1.784 2.543 0.032 -0.019 0.032
H -1.883 -3.722 -1.999 0.051 0.008 -0.012
H 3.282 3.991 -0.236 -0.019 0.008 -0.016
H 3.999 1.802 -3.090 0.016 0.033 -0.025
H -6.799 -3.815 -1.678 -0.045 0.002 0.002
H -2.056 1.851 1.535 0.022 0.027 -0.027
H 1.972 2.489 4.224 0.036 -0.022 0.007
H -0.821 5.397 6.481 0.010 0.028 0.013
H 4.283 1.669 4.383 -0.037 0.007 0.011
H -3.950 1.186 -2.530 -0.022 0.002 -0.012
H -5.414 -3.969 0.366 -0.014 -0.007 0.048
H 2.824 1.782 0.761 -0.019 0.020 0.009
H -2.145 1.111 4.408 -0.012 -0.031 -0.023
H 5.071 -1.949 -1.335 0.018 -0.014 0.000
H 5.290 -0.033 2.958 0.029 0.035 -0.007
H -0.607 -0.350 -4.465 0.021 0.006 0.000
H -6.849 -3.780 -4.085 0.008 -0.023 -0.004
H -3.237 -3.521 -4.055 0.020 0.007 -0.017
H -3.450 3.157 3.961 -0.049 -0.002 -0.046
H 0.607 0.919 6.882 -0.031 0.004 0.001
H -5.827 -0.120 1.045 -0.032 -0.008 -0.004
H -0.784 3.535 -0.870 0.002 0.019 0.013
H 3.758 0.195 5.225 0.003 0.020 0.019
H 0.200 -5.227 -4.576 0.005 -0.020 -0.012
H 0.465 3.353 6.954 0.028 -0.002 0.014
H 5.465 5.087 0.137 0.007 0.020 -0.019
H -2.461 -0.763 -2.637 -0.013 -0.024 0.009
H 0.441 -3.997 -2.458 0.026 0.010 0.025
H 2.691 -2.531 -1.126 -0.024 -0.030 0.010
```
Forces are in eV/Å.

Results
Orbital gap, eV: 5.88
LUMO energy, eV: -4.133
Total charge: +1
HOMO energy, eV: -10.02
Strongest force on any atom, hartree/bohr: 0.00674

Löwdin atomic charge list, values in e, 2 entries: 0.41, 0.82